1.
The following is a DFT calculation (ωB97M-V/def2-TZVPD) of a 2-piece molecular cluster, H5NOSi overall at a distorted geometry.

- 2S+1: 1
- LUMO energy: -1.266 eV

```
8
Properties=species:S:1:pos:R:3:lowdin_charge:R:1
N -1.819 0.599 0.106 0.036
O -1.152 -0.673 0.523 -0.138
Si 2.368 -0.142 0.156 0.564
H -1.115 1.266 0.199 0.035
H -2.585 0.670 0.696 0.043
H 2.083 0.652 -1.093 -0.254
H -0.558 -0.985 -0.089 -0.010
H 2.779 -1.387 -0.497 -0.276
```

=====

2.
The following is a DFT calculation (ωB97M-V/def2-TZVPD) of one molecule with the formula H5NP2S2 at a distorted geometry.

- SMILES string: S=[PH2]NPS
- 2S+1: 1
- LUMO energy: -0.720 eV

```
10
Properties=species:S:1:pos:R:3:lowdin_charge:R:1
S 0.280 3.386 -0.662 0.085
P 0.300 1.474 -1.035 0.080
N 0.917 0.740 0.283 -0.492
P 0.951 -1.429 0.338 0.559
S -1.129 -1.771 0.649 0.248
H 1.278 1.098 -1.953 -0.040
H -0.967 0.911 -1.529 -0.015
H 0.823 1.284 1.045 -0.077
H 0.661 -1.166 -1.084 -0.135
H -1.202 -1.301 1.890 -0.213
```

=====

3.
The following is a DFT calculation (ωB97M-V/def2-TZVPD) of a 2-piece molecular cluster, H5NS3Si overall at a distorted geometry.

- 2S+1: 1
- LUMO energy: -1.022 eV

```
10
Properties=species:S:1:pos:R:3:lowdin_charge:R:1
N -0.573 -0.060 1.690 -0.144
Si -0.112 0.009 0.060 -0.129
S 2.771 -0.151 -0.584 0.142
S -0.482 2.050 -0.718 0.343
S -1.137 -1.509 -1.025 0.398
H -1.544 -0.404 1.778 0.047
H -0.213 0.518 2.422 0.034
H 2.979 -0.683 -1.785 -0.330
H -1.721 2.043 -0.132 -0.196
H 0.031 -1.814 -1.707 -0.165
```

=====

4.
The following is a DFT calculation (ωB97M-V/def2-TZVPD) of a 2-piece molecular cluster, H5O2 overall at a distorted geometry.

- Net charge: +2
- 2S+1: 2
- LUMO energy (spin up / spin down): -11.124 / -19.723 eV

```
7
Properties=species:S:1:pos:R:3:lowdin_charge:R:1
O 0.031 -1.190 0.353 0.565
H 0.278 -1.489 1.299 0.289
H -0.374 -2.001 -0.115 0.287
O 0.151 1.159 -0.366 0.293
H -0.087 1.911 0.237 0.222
H -0.019 1.504 -1.283 0.223
H 0.019 0.106 -0.125 0.120
```

=====

5.
The following is a DFT calculation (ωB97M-V/def2-TZVPD) of a 2-piece molecular cluster, H5O2PSSi overall at a distorted geometry.

- SMILES string: O[SiH3].OP=S
- 2S+1: 1
- LUMO energy: -0.590 eV

```
10
Properties=species:S:1:pos:R:3:lowdin_charge:R:1
O -0.384 0.768 0.713 -0.495
Si -1.473 -0.497 0.593 0.516
H 0.024 1.100 1.595 0.096
H -1.087 -1.823 1.077 -0.079
H -2.512 -0.118 1.479 -0.085
H -1.704 -0.593 -0.798 -0.068
O 1.442 0.966 -1.967 -0.461
P 1.872 1.071 -0.436 0.516
S 2.199 -0.910 0.058 0.006
H 1.624 0.037 -2.313 0.054
```

=====

6.
The following is a DFT calculation (ωB97M-V/def2-TZVPD) of a 3-piece molecular cluster, H5O2S overall at a distorted geometry.

- Net charge: -1
- 2S+1: 1
- LUMO energy: 3.297 eV

```
8
Properties=species:S:1:pos:R:3:lowdin_charge:R:1
S -1.889 -0.718 1.335 -0.221
H -1.669 0.546 0.969 -0.485
H -1.362 -2.083 -0.657 -0.079
H -2.133 -3.162 -0.140 -0.044
O -1.548 -3.027 -0.867 -0.170
H 3.610 2.673 -0.477 0.012
H 2.129 2.595 0.028 0.042
O 2.863 3.176 -0.191 -0.055
```

=====

7.
The following is a DFT calculation (ωB97M-V/def2-TZVPD) of a 3-piece molecular cluster, H5O2S overall.

- Net charge: -1
- 2S+1: 1
- LUMO energy: 3.831 eV

```
8
Properties=species:S:1:pos:R:3:lowdin_charge:R:1
S 1.132 -0.488 0.988 -0.201
H 1.752 -0.304 -0.184 -0.477
H -1.533 -2.657 -0.122 -0.009
H -0.919 -1.486 0.590 -0.143
O -1.727 -2.037 0.574 -0.154
H 0.177 2.562 -1.489 0.019
H -0.436 2.318 -2.811 0.028
O -0.489 2.921 -2.063 -0.063
```

=====

8.
The following is a DFT calculation (ωB97M-V/def2-TZVPD) of H5O3 as an isolated structure at a distorted geometry.

- Net charge: -1
- 2S+1: 1
- LUMO energy: 4.807 eV

```
8
Properties=species:S:1:pos:R:3:lowdin_charge:R:1
O -1.070 0.778 -1.683 -0.308
H -0.553 0.884 -0.668 -0.073
O 0.994 -1.836 1.231 -0.131
H 0.422 -1.056 0.988 -0.003
H 1.753 -1.753 0.659 -0.004
O -0.160 0.695 0.530 -0.368
H -1.945 1.046 -1.962 -0.067
H 0.559 1.242 0.905 -0.047
```

=====

9.
The following is a DFT calculation (ωB97M-V/def2-TZVPD) of a 3-piece molecular cluster, H5O3 overall at a distorted geometry.

- Net charge: -1
- 2S+1: 1
- LUMO energy: 4.987 eV

```
8
Properties=species:S:1:pos:R:3:lowdin_charge:R:1
O -0.941 0.237 -0.220 -0.435
H -1.625 -0.251 -0.683 -0.088
O -0.306 -0.190 2.176 -0.135
H 0.233 -0.967 2.126 -0.016
H -0.517 -0.004 1.249 -0.097
O 1.168 0.211 -1.925 -0.248
H 1.726 0.843 -1.382 0.013
H 0.264 0.120 -1.341 0.006
```

=====

10.
The following is a DFT calculation (ωB97M-V/def2-TZVPD) of one molecule with the formula H5P3S at a distorted geometry.

- SMILES string: P=[PH2][PH2]=S
- 2S+1: 1
- LUMO energy: -0.288 eV

```
9
Properties=species:S:1:pos:R:3:lowdin_charge:R:1
P 1.801 1.960 0.377 0.247
P 0.666 0.386 -0.465 0.251
P -1.414 0.363 0.637 0.053
S -2.760 1.269 -0.391 0.035
H 1.118 3.019 -0.082 -0.309
H 0.678 0.298 -1.965 -0.029
H 1.299 -0.790 -0.154 -0.110
H -0.815 1.064 1.803 -0.038
H -1.701 -0.940 0.936 -0.099
```